The following is a DFT calculation (ωB97M-V with the def2-TZVPD basis set) of C22H50HfO3P2 as an isolated structure.

The geometry in XYZ format:
```
78
Properties=species:S:1:pos:R:3
Hf 0.1491 0.2972 0.0859
C 1.0009 0.2978 -1.8372
O 1.4640 0.2048 -2.9195
C 0.8168 2.2944 0.4860
O 1.1642 3.3834 0.7709
P -1.9153 1.1866 -1.1441
C -3.1718 1.9143 0.0122
H -3.9606 2.2792 -0.6587
C -1.7255 2.4706 -2.4627
H -0.9340 3.1052 -2.0287
C -2.8332 -0.2359 -1.9158
H -3.0498 -0.8928 -1.0568
C 2.6593 -2.3088 0.4845
P 2.3738 -0.5460 1.0039
H 3.4309 -0.7850 3.0989
H 1.7743 -2.8362 0.8741
C 3.9978 0.2501 0.6221
H 4.7242 -0.5630 0.7644
C -1.1986 1.9107 -3.7844
H -2.0023 1.5564 -4.4472
H -0.4547 1.1208 -3.6594
H -0.6791 2.7264 -4.3078
C -2.9610 3.3520 -2.6855
H -2.8791 3.8308 -3.6708
H -3.0225 4.1486 -1.9349
H -3.8994 2.7829 -2.6812
C -4.1629 0.1801 -2.5427
H -4.8110 0.7313 -1.8496
H -4.7044 -0.7346 -2.8269
H -4.0210 0.7652 -3.4622
C -1.9792 -1.0414 -2.9031
H -2.2963 -2.0957 -2.8620
H -0.9011 -1.0098 -2.6844
H -2.1163 -0.7000 -3.9403
C -3.7878 0.8829 0.9636
H -4.6336 0.3566 0.4996
H -4.1733 1.3892 1.8611
H -3.0617 0.1298 1.3074
C -2.5870 3.1047 0.7754
H -1.8438 2.7968 1.5232
H -3.4045 3.6060 1.3159
H -2.1274 3.8481 0.1120
C 3.9075 -2.9389 1.1111
H 4.1181 -2.6003 2.1327
H 4.7970 -2.7626 0.4901
H 3.7518 -4.0277 1.1491
C 2.6788 -2.4915 -1.0341
H 3.5671 -2.0325 -1.4927
C 1.7917 0.5583 3.5326
H 1.7949 -2.0780 -1.5373
H 2.7092 -3.5717 -1.2526
C 1.6369 -1.9597 3.3604
H 0.7187 0.4623 3.7477
H 2.3034 0.6984 4.4976
H 1.9318 1.4795 2.9554
C 2.3585 -0.6985 2.8575
H 1.3544 -1.8221 4.4135
H 2.2791 -2.8467 3.3127
H 0.7101 -2.1730 2.8069
C 4.3050 1.4076 1.5681
H 3.5633 2.2108 1.4647
H 5.2812 1.8293 1.2977
H 4.3582 1.1087 2.6176
C 4.0647 0.7517 -0.8179
H 3.7290 0.0302 -1.5656
H 5.1095 1.0031 -1.0524
H 3.4754 1.6679 -0.9553
H -0.1807 0.6518 1.9088
H -0.9509 0.8244 1.5310
C -1.5949 -3.6551 1.5672
C -1.6957 -2.1868 1.2130
O -0.7433 -1.8272 0.1844
H -2.4725 -3.8937 2.1690
H -0.7055 -3.8722 2.1677
H -1.6172 -4.3054 0.6867
H -1.4881 -1.5349 2.0724
H -2.6971 -1.9201 0.8491
H -0.4065 -2.6390 -0.2520
```

Summary:
total energy: -1822.9239 Eh
total charge: +4
multiplicity: 1
LUMO: -0.633 Ha
frontier orbital gap: 5.042 eV

---

The following is a DFT calculation (ωB97M-V with the def2-TZVPD basis set) of C22H51BN4O2PdSi2 as an isolated structure.

The geometry in XYZ format:
```
83
Properties=species:S:1:pos:R:3
O 0.9213 3.1811 0.2792
O 0.0800 5.1337 -3.2137
C 0.1621 4.1634 1.1424
C 0.8241 4.3473 2.4748
H -0.8489 3.7711 1.2262
H 0.1149 5.0604 0.5289
H 0.8210 3.4321 3.0817
H 0.2370 5.0917 3.0212
H 1.8538 4.6902 2.3534
C 2.1206 3.5426 -0.4966
C 2.2637 5.0222 -0.6664
H 2.0049 3.0457 -1.4610
H 2.9676 3.0937 0.0137
H 1.4189 5.4130 -1.2286
H 3.1636 5.2091 -1.2569
H 2.3834 5.5323 0.2872
C 0.4426 4.1690 -4.1945
C -1.2761 5.5670 -3.1631
C 1.8400 4.5093 -4.6963
H -0.2664 4.1668 -5.0463
H 0.4630 3.1513 -3.7498
H 1.8640 5.5211 -5.1166
H 2.1545 3.8168 -5.4821
H 2.5904 4.4719 -3.8988
C -1.3159 7.0454 -3.5368
H -1.6431 5.4556 -2.1268
H -1.9405 4.9810 -3.8288
H -0.6148 7.6318 -2.9297
H -2.3173 7.4598 -3.4060
H -1.0249 7.1701 -4.5890
H 0.6337 2.1269 0.4192
Pd 0.2256 0.2240 0.3322
C -1.0554 1.6498 -0.5891
Si -2.7983 1.4236 -1.2405
H -1.3140 2.2011 0.3293
H -0.5336 2.3116 -1.3064
C -3.7544 3.0104 -0.7961
C -3.7009 -0.0009 -0.4769
C -2.7021 1.3338 -3.0989
C 1.9791 0.5507 1.4170
Si 3.3801 0.2729 0.2045
H 1.9773 -0.2591 2.1799
H 1.8818 1.5010 1.9587
C 4.9038 1.3527 0.5266
C 2.9567 0.5262 -1.6024
C 3.9034 -1.4883 0.5572
H -1.9271 2.0111 -3.4800
H -3.6605 1.6294 -3.5475
H -2.4723 0.3112 -3.4213
H -3.6218 3.2730 0.2649
H -4.8299 2.8554 -0.9708
H -3.4381 3.8665 -1.4098
H -3.3473 -0.1981 0.5419
H -3.5738 -0.9098 -1.0736
H -4.7805 0.1920 -0.3989
H 3.5029 1.3842 -2.0167
H 1.8832 0.6811 -1.7808
H 3.2698 -0.3635 -2.1640
H 4.8432 -1.7203 0.0413
H 3.1496 -2.2226 0.2527
H 4.0696 -1.5948 1.6379
H 5.7978 0.7692 0.2665
H 4.9880 1.6349 1.5849
H 4.9335 2.2684 -0.0792
B -1.9446 -2.6387 0.9403
N -0.7056 -2.8071 0.0091
C -0.2476 -3.9688 -0.5005
C 0.8937 -3.7111 -1.2482
C 1.0597 -2.3159 -1.2091
N 0.1160 -1.7855 -0.4124
N -1.6123 -1.6716 2.1253
C -2.0412 -1.7892 3.4015
C -1.5283 -0.7319 4.1444
C -0.8092 0.0599 3.2324
N -0.8322 -0.5233 2.0217
H -2.1965 -3.7238 1.4180
H -2.9335 -2.3274 0.3404
H -0.7340 -4.9052 -0.2794
H 1.5339 -4.4043 -1.7591
H 1.8183 -1.7116 -1.6942
H -2.6600 -2.6261 3.7039
H -1.6528 -0.5476 5.1944
H -0.2714 0.9814 3.4074
```

Summary:
⟨S²⟩: 2.008
total energy: -1969.9387 Eh
total charge: 0
relative energy (zero: lowest compared OMol25 entry of this formula, charge and spin): 172.5 kJ/mol
multiplicity: 3
LUMO (spin up / spin down): 0.012 / -0.015 Ha
frontier orbital gap (spin up / spin down): 7.225 / 7.054 eV

---

The following is a DFT calculation (ωB97M-V with the def2-TZVPD basis set) of C22H51O4PSSi2Sr as an isolated structure.

The geometry in XYZ format:
```
82
Properties=species:S:1:pos:R:3
C -6.7870 0.3133 -8.5865
O -6.8503 -0.7069 -7.6151
C -5.6414 -0.8790 -6.9052
C -5.8014 -2.0594 -5.9550
C -6.1001 -1.6418 -4.5153
C -4.8516 -1.1629 -3.7606
C -4.2601 -2.2208 -2.8304
C -3.2119 -1.6451 -1.8750
C -3.8205 -1.1861 -0.5431
C -3.1659 0.0556 0.0597
C -1.6291 -0.0266 0.1583
C -1.0965 0.2117 1.5813
Si 0.7145 -0.1764 1.7266
C 1.0355 -2.0009 1.7563
C 1.0193 -2.6834 3.1420
C 2.1496 -3.7026 3.2996
S 1.6767 -5.2454 2.4663
O 1.2350 0.5644 3.1744
Si 2.4610 1.6015 3.3842
C 4.0139 0.8631 4.0843
C 4.1290 -0.6607 3.8050
C 5.2432 -1.0634 2.8506
O 4.7443 -1.1005 1.5148
C 2.7144 2.8755 2.0766
C 3.8450 2.4282 1.1082
C 5.0341 3.3891 1.0596
C 6.2834 2.6439 0.5989
C 4.7352 4.6179 0.1900
P 1.5911 2.8553 5.1527
O 2.1861 4.1695 5.5128
H -7.5489 0.1040 -9.3358
H -6.9783 1.2979 -8.1425
H -5.8083 0.3388 -9.0790
H -4.8177 -1.0387 -7.6135
H -5.4145 0.0392 -6.3379
H -6.6161 -2.6773 -6.3364
H -4.8943 -2.6716 -5.9727
H -6.8403 -0.8384 -4.5443
H -6.5358 -2.4932 -3.9861
H -5.0816 -0.2627 -3.1799
H -4.0787 -0.8895 -4.4873
H -3.8000 -3.0022 -3.4401
H -5.0628 -2.6958 -2.2575
H -2.7222 -0.7887 -2.3545
H -2.4323 -2.3873 -1.6915
H -4.8837 -0.9792 -0.6954
H -3.7708 -1.9970 0.1901
H -3.4642 0.9416 -0.5065
H -3.5649 0.1917 1.0711
H -1.1831 0.7241 -0.4971
H -1.2962 -1.0077 -0.1928
H -1.6339 -0.4426 2.2817
H -1.3241 1.2439 1.8851
H 1.4556 0.4399 0.5973
H 1.9748 -2.2091 1.2371
H 0.2437 -2.4226 1.1277
H 1.0875 -1.9578 3.9594
H 0.0746 -3.2219 3.2472
H 2.3688 -3.8834 4.3512
H 3.0607 -3.3279 2.8344
H 2.8860 -5.5651 1.9983
H 4.8680 1.4220 3.6902
H 4.0501 1.0247 5.1658
H 4.2796 -1.1798 4.7519
H 3.2022 -1.0609 3.3872
H 5.5960 -2.0618 3.1166
H 6.0951 -0.3815 2.9267
H 5.2457 -0.4887 0.9454
H 1.7888 3.0710 1.5279
H 2.9884 3.8238 2.5573
H 4.2151 1.4331 1.3774
H 3.4163 2.3219 0.1103
H 5.2107 3.7433 2.0833
H 6.5920 1.8998 1.3389
H 7.1208 3.3291 0.4751
H 6.1177 2.1413 -0.3579
H 4.0134 4.3844 -0.5957
H 5.6405 4.9783 -0.2982
H 4.3411 5.4499 0.7757
H 1.2481 2.0965 6.3261
H 0.2203 3.2305 4.7110
Sr -1.2441 3.8346 5.7391
```

Summary:
total energy: -2518.4993 Eh
total charge: +2
relative energy (zero: lowest compared OMol25 entry of this formula, charge and spin): 0.0 kJ/mol
multiplicity: 1
LUMO: -0.336 Ha
frontier orbital gap: 2.686 eV

---

The following is a DFT calculation (ωB97M-V with the def2-TZVPD basis set) of C22H52B2MgO10S4 as an isolated structure.

The geometry in XYZ format:
```
91
Properties=species:S:1:pos:R:3
Mg -2.0181 0.6021 -0.2654
B -2.3622 0.3241 -2.3983
H -2.2771 1.2929 -1.9309
H -3.4057 0.1329 -2.5950
H -1.7441 0.2886 -3.2820
H -2.0274 -0.4426 -1.7169
B -0.0814 0.2432 -0.0359
H 0.9569 -0.0475 0.0050
H -0.3380 1.0932 0.5772
H -0.3288 0.6038 -1.0223
H -0.7399 -0.5787 0.1988
C 0.7126 -2.8796 1.9938
C 1.9575 -3.6099 1.4802
O 1.8366 -4.5962 0.7728
C 3.2775 -2.9873 1.9148
H 0.6676 -2.9313 3.0817
H -0.0965 -3.4726 1.5673
H 0.6987 -1.8400 1.6664
H 3.5195 -2.1157 1.3065
H 4.0355 -3.7674 1.8450
H 3.1693 -2.5317 2.8990
C 4.9900 2.3788 -0.3231
C 4.0760 2.2542 0.8381
O 3.6396 3.3232 1.2904
C 3.6246 0.9274 1.3837
H 4.8959 1.4507 -0.8871
H 6.0112 2.4998 0.0384
H 4.6700 3.2567 -0.8844
H 4.4391 0.2090 1.4765
H 2.7491 0.6152 0.8145
H 3.2641 0.9942 2.4102
C 0.4612 3.5845 -2.5749
C 1.2319 4.4543 -1.5043
C 0.4888 4.3906 -0.0935
S -1.2680 4.1445 -0.5720
O -2.1480 5.3367 -0.3172
O -1.8220 2.8509 -0.1308
C -1.0042 4.0417 -2.4775
H 0.5697 2.5131 -2.4064
H 0.8179 3.8483 -3.5705
H 1.2512 5.5063 -1.7891
H 2.2478 4.0644 -1.4399
H 0.5732 5.3472 0.4221
H 0.8835 3.6465 0.5983
H -1.1634 5.0464 -2.8691
H -1.7831 3.4541 -2.9636
C 0.1757 0.6545 4.2035
C -0.8074 -0.1997 5.0817
C -2.1082 -0.2298 4.3119
S -2.1998 1.3366 3.1638
O -3.0642 2.4268 3.6776
O -2.3714 1.0286 1.7274
C -0.4778 1.8894 3.6280
H 0.5916 0.0535 3.3948
H 0.9936 1.0177 4.8258
H -0.9316 0.3143 6.0349
H -0.3962 -1.2020 5.2018
H -3.0386 -0.3153 4.8734
H -2.2107 -1.0302 3.5792
H -0.5884 2.6699 4.3807
H -0.1606 2.4125 2.7258
C 1.3128 -1.6472 -3.2699
C 2.4773 -2.3185 -2.5360
C 3.4738 -1.1982 -2.0574
S 3.4934 0.0495 -3.4778
O 4.6596 -0.3420 -4.2948
O 3.3672 1.4132 -2.9349
C 1.8646 -0.5674 -4.3094
H 0.5843 -1.2429 -2.5671
H 0.7010 -2.3887 -3.7836
H 3.0290 -3.0247 -3.1566
H 2.1352 -2.7952 -1.6173
H 4.4601 -1.5420 -1.7456
H 2.9905 -0.7460 -1.1913
H 2.2265 -1.0665 -5.2083
H 1.2410 0.2790 -4.5970
C -5.6614 -3.1167 -0.9993
C -4.5762 -4.2121 -0.9611
C -3.3016 -3.5638 -0.5310
S -3.7199 -2.3256 0.7543
O -2.9466 -1.1738 0.2471
O -3.4437 -2.8630 2.0610
C -5.5874 -2.3113 0.3068
H -6.6330 -3.6100 -1.0235
H -5.5292 -2.5159 -1.8992
H -4.5795 -4.6970 -1.9373
H -4.9509 -5.0026 -0.3108
H -2.9204 -3.0107 -1.3895
H -2.4992 -4.1803 -0.1258
H -5.9808 -1.3162 0.0992
H -6.2007 -2.7090 1.1154
```

Summary:
⟨S²⟩: 0.758
total energy: -3463.8288 Eh
total charge: +1
multiplicity: 2
LUMO (spin up / spin down): -0.093 / -0.340 Ha
frontier orbital gap (spin up / spin down): 9.388 / 2.604 eV

---

Q: Among the records above, which one has the lowest total charge?
A: C22H51BN4O2PdSi2

---

Q: Which of these has the highest total charge?
A: C22H50HfO3P2

---

Q: Which formula does entry 1 have?
A: C22H50HfO3P2